Entry 1:
Here is the molecule C11H16N4O3 from the Open Molecules 2025 dataset. Energies are from ωB97M-V/def2-TZVPD.

relative energy (zero: lowest compared OMol25 entry of this formula, charge and spin)	4.0677	eV
DFT total energy	-23766.92955	eV
SMILES string	O=C(O)[C@H](Cc1c[nH]cn1)NC(=O)[C@@H]1CCCN1
Kohn-Sham gap	9.2	eV

Each line ends with the natural charge from an NBO analysis.
Cartesian coordinates (Å):
O  3.60  -1.07  0.64  -0.60
C  2.74  -1.15  -0.17  0.81
O  2.61  -2.38  -0.81  -0.70
C  1.81  -0.06  -0.61  -0.16
C  2.24  1.24  0.23  -0.45
C  1.02  2.07  0.20  0.09
C  0.10  2.33  1.22  -0.11
N  -1.02  2.94  0.65  -0.53
C  -0.54  3.28  -0.60  0.17
N  0.58  2.67  -0.90  -0.48
N  0.44  -0.45  -0.89  -0.64
C  -0.01  -1.26  0.29  0.70
O  0.70  -1.90  1.05  -0.56
C  -1.57  -1.02  0.41  -0.16
C  -2.43  -2.32  0.29  -0.44
C  -3.76  -1.66  -0.06  -0.44
C  -3.53  -0.10  -0.26  -0.22
N  -2.14  -0.05  -0.55  -0.66
H  3.48  -2.80  -0.64  0.49
H  2.22  0.18  -1.65  0.24
H  2.63  0.81  1.23  0.27
H  2.90  1.81  -0.41  0.24
H  0.18  2.24  2.27  0.21
H  -1.99  3.02  0.96  0.43
H  -1.12  3.56  -1.45  0.20
H  -0.23  0.15  -0.58  0.41
H  -1.63  -0.56  1.46  0.22
H  -2.60  -3.15  0.99  0.24
H  -2.03  -2.90  -0.52  0.21
H  -4.66  -1.95  0.50  0.22
H  -4.19  -2.05  -0.99  0.21
H  -4.17  0.21  -1.12  0.21
H  -3.67  0.52  0.66  0.18
H  -1.86  -0.19  -1.48  0.39

Entry 2:
Here is a cluster of 2 separate species, C24H49Cl5FN3O4P in total from the Open Molecules 2025 dataset. Energies are from ωB97M-V/def2-TZVPD.

DFT total energy	-112950.43711	eV
net charge	+1
Kohn-Sham gap	8.5	eV

Each line ends with the Mulliken charge.
Cartesian coordinates (Å):
C  -3.07  -3.84  -0.74  -1.25
C  -4.06  -2.75  -0.19  0.27
C  -4.51  -3.09  1.30  -0.92
C  -4.06  -1.97  2.31  -0.12
C  -3.28  -2.55  3.56  -0.81
C  -2.63  -1.40  4.41  -0.79
C  -1.08  -1.52  4.57  -1.27
C  -0.25  -1.03  3.33  0.17
C  -0.83  0.30  2.68  0.17
C  0.35  1.11  2.03  -1.34
C  0.29  1.40  0.46  2.23
C  0.94  2.86  0.44  -1.33
N  -0.18  3.83  0.69  -0.25
C  0.12  5.13  0.02  -0.78
O  -1.10  1.55  0.18  -0.28
C  -1.69  0.55  -0.62  0.14
C  -0.87  -0.07  -1.82  -1.02
O  -1.68  0.23  -2.96  -0.38
N  0.59  0.38  -1.93  1.22
C  1.42  -0.54  -2.81  1.44
Cl  0.51  -1.42  -4.14  -0.13
C  2.76  0.00  -3.44  0.10
C  2.87  0.07  -5.00  -1.37
Cl  4.12  -1.24  -3.06  -0.12
P  0.55  1.96  -2.75  0.60
N  0.31  1.78  -4.33  -0.77
O  -0.67  3.00  -2.28  -0.59
O  1.94  2.87  -2.73  -0.58
C  1.05  0.31  -0.47  0.84
C  2.59  0.72  -0.31  -1.47
C  0.92  -1.03  0.31  0.03
C  1.26  -2.48  -0.12  -0.78
C  2.79  -2.84  -0.32  -1.18
F  0.45  -3.04  -1.13  -0.42
H  -2.26  -4.09  -0.03  0.26
H  -3.62  -4.78  -0.99  0.40
H  -2.59  -3.47  -1.69  0.29
H  -3.63  -1.72  -0.23  -0.22
H  -4.94  -2.73  -0.88  0.40
H  -5.63  -3.18  1.25  0.31
H  -4.12  -4.10  1.56  0.45
H  -3.47  -1.17  1.80  -0.12
H  -5.01  -1.47  2.64  0.33
H  -4.07  -3.03  4.18  0.32
H  -2.58  -3.37  3.27  0.52
H  -2.99  -0.42  4.01  0.40
H  -3.06  -1.48  5.44  0.52
H  -0.77  -0.99  5.50  0.36
H  -0.86  -2.60  4.76  0.43
H  0.80  -0.89  3.68  0.33
H  -0.22  -1.88  2.61  -0.15
H  -1.65  -0.02  2.01  -0.85
H  -1.32  0.83  3.54  0.86
H  0.28  2.08  2.59  0.49
H  1.35  0.73  2.38  0.32
H  1.47  3.19  -0.46  -0.43
H  1.66  3.04  1.30  0.58
H  -0.16  4.08  1.68  0.35
H  1.20  5.41  0.06  0.24
H  -0.51  5.91  0.51  0.38
H  -0.19  5.11  -1.05  0.15
H  -2.00  -0.33  0.01  -0.68
H  -2.67  0.98  -0.94  0.51
H  -0.88  -1.18  -1.74  0.53
H  -2.53  -0.23  -2.83  0.57
H  1.77  -1.43  -2.25  -0.58
H  3.23  0.86  -2.93  0.13
H  3.79  0.65  -5.23  0.39
H  2.01  0.46  -5.55  0.31
H  3.08  -0.96  -5.39  0.44
H  -0.56  2.22  -4.61  0.25
H  -1.49  2.81  -2.76  0.46
H  1.74  3.59  -3.36  0.35
H  2.90  1.60  -0.90  0.07
H  3.15  -0.16  -0.73  0.21
H  2.79  0.88  0.76  0.41
H  -0.13  -1.14  0.67  -0.69
H  1.63  -0.96  1.17  0.52
H  1.00  -3.10  0.78  0.57
H  2.97  -3.03  -1.40  0.30
H  3.00  -3.82  0.19  0.43
H  3.47  -2.10  0.14  0.26
C  5.05  3.70  0.50  -0.04
Cl  4.19  3.15  1.94  -0.10
Cl  5.72  2.33  -0.38  -0.11
Cl  3.97  4.64  -0.55  -0.10
H  5.86  4.35  0.81  0.44

Entry 3:
Here is a structure of composition C23H52OsP4S from the Open Molecules 2025 dataset. Energies are from ωB97M-V/def2-TZVPD.

relative energy (zero: lowest compared OMol25 entry of this formula, charge and spin)	0.0000	eV
multiplicity	5
DFT total energy	-75110.47773	eV
net charge	+4
expectation value of S²	6.0339
Kohn-Sham gap (alpha / beta)	8.9 / 5.7	eV

Each line ends with the Mulliken spin population.
Cartesian coordinates (Å):
Os  0.04  0.12  -0.33  2.17
P  -1.43  1.92  -0.13  -0.02
P  -1.69  -1.35  0.52  0.06
P  1.61  1.53  -1.48  -0.05
H  -0.71  -2.23  -1.69  0.03
C  0.17  -1.58  -1.66  0.22
C  1.14  -1.76  -0.61  0.01
H  0.93  -2.55  0.11  -0.01
C  -2.47  2.09  -1.63  0.06
C  -2.71  2.06  1.19  0.01
C  -0.68  3.59  0.08  0.06
C  -1.43  -3.19  0.58  0.01
C  -2.38  -1.16  2.21  0.01
C  -3.20  -1.22  -0.53  0.03
C  3.14  0.60  -1.90  0.04
C  2.45  3.08  -0.92  0.03
C  0.77  2.22  -2.97  0.05
H  0.57  -1.39  -2.66  0.05
H  2.20  -1.59  -0.79  0.03
H  -3.08  2.99  -1.55  0.01
H  -3.13  1.22  -1.73  -0.01
H  -1.85  2.16  -2.53  -0.01
H  -3.09  3.09  1.21  0.00
H  -2.30  1.85  2.18  0.00
H  -3.56  1.40  1.00  0.00
H  -1.45  4.31  0.37  0.00
H  -0.21  3.94  -0.85  0.00
H  0.07  3.56  0.88  0.00
H  -2.38  -3.67  0.85  0.00
H  -0.68  -3.44  1.35  0.00
H  -1.09  -3.60  -0.38  0.00
H  -3.20  -1.88  2.33  0.00
H  -2.77  -0.15  2.38  0.00
H  -1.61  -1.38  2.96  0.00
H  -3.80  -2.13  -0.40  0.00
H  -2.92  -1.12  -1.59  0.00
H  -3.80  -0.35  -0.24  0.00
H  3.70  1.18  -2.65  0.00
H  2.93  -0.39  -2.31  0.00
H  3.76  0.48  -1.00  0.00
H  2.64  3.69  -1.82  0.00
H  3.40  2.84  -0.45  0.00
H  1.84  3.67  -0.23  0.00
H  1.50  2.39  -3.77  0.00
H  0.29  3.18  -2.71  0.00
H  -0.01  1.54  -3.34  -0.01
C  1.57  -1.21  -6.04  0.29
C  0.99  -0.62  -7.17  0.07
C  1.24  -1.14  -8.44  0.08
C  2.07  -2.26  -8.60  0.24
C  2.55  -2.93  -7.45  0.21
C  2.29  -2.41  -6.18  -0.05
S  1.50  -0.44  -4.48  0.09
H  0.16  -0.48  -4.12  0.04
H  0.34  0.25  -7.03  0.00
H  0.79  -0.66  -9.31  0.01
H  2.32  -2.63  -9.60  0.00
H  3.13  -3.85  -7.55  0.01
H  2.65  -2.90  -5.28  0.00
C  -0.35  0.61  4.32  0.01
C  0.31  1.24  3.10  0.02
P  1.10  0.16  1.82  0.13
C  2.79  0.90  1.73  0.03
C  3.55  1.20  3.03  0.02
C  1.39  -1.51  2.56  0.01
C  2.17  -1.63  3.87  0.01
H  -1.45  0.68  4.25  0.00
H  -0.05  1.18  5.21  0.00
H  -0.08  -0.45  4.49  0.00
H  -0.43  1.85  2.55  0.01
H  1.08  1.95  3.42  0.00
H  3.38  0.21  1.11  0.01
H  2.68  1.83  1.16  0.00
H  3.70  0.30  3.63  0.00
H  4.53  1.59  2.76  0.00
H  3.06  1.96  3.65  0.00
H  0.40  -1.99  2.66  0.00
H  1.93  -2.07  1.78  0.00
H  1.96  -0.84  4.59  0.00
H  1.90  -2.59  4.33  0.00
H  3.25  -1.67  3.68  0.00

Entry 4:
Here is a structure of composition C41H42CeF9N7O5PS4Se from the Open Molecules 2025 dataset. Energies are from ωB97M-V/def2-TZVPD.

relative energy (zero: lowest compared OMol25 entry of this formula, charge and spin)	0.0000	eV
DFT total energy	-219239.80905	eV
net charge	-1
Kohn-Sham gap (alpha / beta)	6.2 / 6.2	eV

Each line ends with the Mulliken charge.
Cartesian coordinates (Å):
Ce  10.38  12.80  10.45  -1.00
O  9.51  14.75  9.80  -0.08
C  8.45  15.43  9.67  1.09
C  8.17  16.30  8.55  -0.83
C  7.08  17.16  8.54  -0.64
C  6.23  17.20  9.67  -1.25
C  6.40  16.23  10.67  -0.42
C  7.46  15.33  10.64  0.69
C  7.41  14.21  11.57  -1.20
N  8.17  13.23  11.62  1.67
N  7.79  12.31  12.59  -1.31
C  8.49  11.22  12.46  0.79
O  9.37  11.05  11.52  -0.45
C  8.19  10.15  13.44  0.24
C  8.41  8.79  13.20  0.19
C  8.07  7.88  14.17  -0.79
C  7.56  8.25  15.40  -0.42
C  7.35  9.58  15.68  -0.74
C  7.63  10.55  14.67  -0.39
H  8.85  16.18  7.75  0.59
H  6.95  17.78  7.68  0.47
H  5.43  17.89  9.70  0.49
H  5.65  16.24  11.43  0.48
H  6.57  14.25  12.32  0.18
H  8.84  8.40  12.26  0.41
H  8.21  6.81  14.04  0.38
H  7.35  7.48  16.17  0.35
H  6.88  9.90  16.65  0.31
H  7.45  11.59  14.90  0.41
O  16.94  11.81  7.30  -0.64
C  15.87  11.89  7.84  0.62
S  14.95  13.35  7.74  -0.17
C  13.58  12.85  8.73  0.14
C  13.65  11.59  9.20  0.22
S  12.44  10.96  10.28  -0.40
S  15.07  10.63  8.82  -0.16
S  12.32  13.97  9.00  -0.59
F  9.97  9.62  7.59  -0.24
C  8.75  9.79  8.08  0.42
F  8.76  9.35  9.35  -0.11
F  7.88  9.06  7.35  -0.29
C  8.42  11.32  8.00  0.60
O  9.22  11.96  8.89  -0.01
C  8.71  11.92  6.60  0.51
F  8.40  13.23  6.67  -0.16
F  9.98  11.77  6.19  -0.22
F  7.93  11.32  5.70  -0.27
C  6.94  11.63  8.44  0.44
F  6.82  12.94  8.66  -0.22
F  6.01  11.35  7.47  -0.32
F  6.64  10.97  9.54  -0.24
O  11.19  12.83  12.81  1.47
P  12.26  12.60  13.81  -2.46
N  12.45  10.98  14.14  0.47
C  13.67  10.44  14.70  -0.08
C  13.19  9.07  15.31  -0.99
C  12.06  8.67  14.35  -0.58
C  11.40  9.98  14.06  1.29
N  13.68  13.31  13.39  1.09
C  14.18  13.27  12.00  1.19
C  15.55  13.93  12.07  -0.79
C  16.03  13.57  13.49  -1.04
C  14.74  13.66  14.29  -0.50
N  11.97  13.25  15.32  0.23
C  10.66  12.83  15.90  0.13
C  9.85  14.17  15.97  0.02
C  10.95  15.16  16.38  -0.83
C  12.27  14.60  15.78  -0.05
H  14.11  11.10  15.45  0.18
H  14.37  10.25  13.89  0.24
H  12.86  9.16  16.36  0.29
H  14.09  8.42  15.37  0.45
H  11.37  7.94  14.79  0.43
H  12.59  8.18  13.49  0.27
H  10.62  10.06  14.85  -0.42
H  10.92  10.15  13.05  -0.85
H  13.43  13.76  11.27  -1.22
H  14.29  12.21  11.69  -0.13
H  15.37  14.99  12.06  0.22
H  16.15  13.62  11.28  0.52
H  16.85  14.11  13.89  0.46
H  16.39  12.55  13.50  0.33
H  14.61  14.70  14.59  0.25
H  14.71  13.09  15.22  0.38
H  10.81  12.39  16.84  0.44
H  10.18  12.07  15.25  -0.67
H  8.93  14.10  16.59  0.50
H  9.58  14.40  14.93  -0.27
H  11.09  15.25  17.47  0.28
H  10.75  16.15  15.98  0.36
H  13.06  14.60  16.56  0.28
H  12.63  15.21  14.95  -0.22
C  13.10  18.46  10.72  -0.90
N  11.66  18.41  10.77  0.48
C  10.90  17.45  11.38  -0.21
Se  11.55  16.13  12.49  -0.38
N  9.60  17.76  11.17  0.41
C  9.51  18.94  10.48  0.14
C  8.43  19.72  10.13  -0.30
C  8.68  20.91  9.48  -0.71
C  9.98  21.31  9.17  -0.59
C  11.07  20.56  9.57  -0.64
C  10.81  19.38  10.23  0.46
H  13.52  17.48  11.06  0.10
H  13.44  19.19  11.46  0.34
H  13.42  18.64  9.70  0.38
H  8.85  17.20  11.53  0.03
H  7.39  19.46  10.44  0.37
H  7.91  21.63  9.27  0.41
H  10.16  22.21  8.59  0.38
H  12.05  20.95  9.34  0.41

Entry 5:
Here is the molecule C3H7NO2 from the Open Molecules 2025 dataset. Energies are from ωB97M-V/def2-TZVPD.

relative energy (zero: lowest compared OMol25 entry of this formula, charge and spin)	2.1020	eV
DFT total energy	-8808.42682	eV
SMILES string	[H]/N=C\OCCO
Kohn-Sham gap	10.8	eV

Each line ends with the natural charge from an NBO analysis.
Cartesian coordinates (Å):
H  -0.06  1.49  -0.76  0.35
N  0.79  1.85  -0.34  -0.71
C  1.53  0.96  0.15  0.39
O  1.34  -0.38  0.29  -0.51
C  0.21  -0.94  -0.41  -0.11
C  -1.12  -0.80  0.33  -0.10
O  -1.69  0.49  0.27  -0.72
H  2.49  1.39  0.33  0.18
H  0.43  -2.01  -0.53  0.21
H  0.14  -0.49  -1.41  0.19
H  -1.00  -1.14  1.36  0.18
H  -1.85  -1.46  -0.16  0.19
H  -1.21  1.06  0.89  0.48

Entry 6:
Here is a structure of composition C2H2BrClINOS from the Open Molecules 2025 dataset. Energies are from ωB97M-V/def2-TZVPD.

relative energy (zero: lowest compared OMol25 entry of this formula, charge and spin)	2.6392	eV
DFT total energy	-107140.28592	eV
Kohn-Sham gap	7.1	eV

Each line ends with the natural charge from an NBO analysis.
Cartesian coordinates (Å):
C  -1.48  -2.15  -1.10  -0.23
C  -1.92  -1.73  0.08  -0.01
N  1.80  -1.22  -0.46  -0.72
O  -0.93  -1.32  1.02  -0.69
S  -1.13  -3.14  -2.22  0.28
Cl  2.61  -1.90  -1.78  0.13
Br  2.17  -1.90  1.18  0.21
I  -3.78  -0.72  0.32  0.16
H  0.79  -1.42  -0.59  0.38
H  -1.46  -1.14  1.81  0.49

Which of these has the lowest DFT total energy?
C41H42CeF9N7O5PS4Se

The lowest DFT total energy belongs to which entry?
C41H42CeF9N7O5PS4Se

Which value of DFT total energy does entry 5 give?
-8808.42682 eV